# C99H209N11O11

A cluster of 11 separate species, C99H209N11O11 in total in a non-equilibrium geometry (ωB97M-V/def2-TZVPD, the Open Molecules 2025 dataset).

The calculation puts the frontier orbital gap at 8.925 eV. As for the structure (SMILES): CC1(C)CCCC(C)(C)N1O.CC1(C)CCCC(C)(C)N1O.CC1(C)CCCC(C)(C)N1O.CC1(C)CCCC(C)(C)N1O.CC1(C)CCCC(C)(C)N1O.CC1(C)CCCC(C)(C)N1O.CC1(C)CCCC(C)(C)N1O.CC1(C)CCCC(C)(C)N1O.CC1(C)CCCC(C)(C)N1O.CC1(C)CCCC(C)(C)N1O.CC1(C)CCCC(C)(C)N1O. For the HOMO energy, the calculation gives -8.440 eV. Its spin multiplicity is 1. Its energy above the lowest of the compared OMol25 structures with the same formula, charge and spin is 6.1 kcal per mole.

Geometry as XYZ:
```
330
Properties=species:S:1:pos:R:3:forces:R:3:mulliken_charge:R:1
O -2.790953 -0.538138 -3.316592 -0.4 -0.2 -0.1 -0.3130
O -0.724268 -4.278872 5.033651 -0.9 0.2 -0.1 -0.5541
O -2.330393 7.488939 -7.270060 0.3 0.1 1.0 -0.4920
O 7.468845 -2.877853 -0.035431 0.2 -0.5 0.9 -0.4465
O 4.861606 3.771275 -8.012050 1.0 1.1 -0.2 -0.4847
O -0.502647 2.183813 5.820445 1.9 1.6 0.1 0.9047
O 0.917547 -1.915329 -5.618838 -0.8 -0.5 -0.4 -0.2798
O -1.680725 3.485549 1.839915 0.7 1.2 -0.7 1.5952
O -5.428192 -1.381651 5.332297 0.7 0.6 -0.8 -0.5090
O -1.587711 -7.478523 -0.113730 0.7 -0.3 -0.4 -0.5890
O -0.948513 1.510600 -0.122019 0.3 -0.5 -0.6 2.5947
N -2.172367 6.900862 -5.924895 -0.3 0.0 -0.5 -0.0049
N -0.424136 -6.595247 -0.132254 -0.9 0.1 -0.2 0.8700
N -4.202422 -0.404481 -2.990276 0.7 -0.3 1.1 -0.2639
N -1.812792 4.939382 2.062868 -1.1 -0.9 -1.4 0.1430
N 0.259123 3.272390 6.625453 -0.9 -1.8 -0.5 0.1428
N 0.496528 1.442930 -0.054159 0.2 -0.7 -0.1 0.1844
N 0.297143 -3.806864 5.874190 0.5 0.6 -0.2 0.2427
N 4.564065 2.513690 -7.465861 0.0 0.0 -0.7 -0.0003
N -5.592606 -0.807434 3.981661 0.0 -0.6 1.3 -0.0423
N 6.965949 -3.593297 1.150420 -0.7 0.0 -1.4 -0.2448
N 0.878009 -3.368362 -5.438054 -0.3 1.0 0.4 -0.3848
C -0.795407 7.025315 2.242082 -0.7 -1.4 -0.3 -1.3310
C -4.425317 1.077128 -2.807572 -0.6 -1.4 -0.4 2.1636
C 2.145573 -5.420337 -5.764035 0.7 0.6 -0.3 -1.9014
C -0.057876 4.539582 8.736881 -0.8 0.4 -0.6 -1.1754
C 2.205162 -4.403334 7.255967 -0.5 0.4 0.0 -1.5651
C 4.844452 -4.219863 2.978563 0.8 0.8 1.1 1.3229
C -7.810204 -1.520040 4.123917 -0.3 -0.9 -0.3 -1.8104
C 2.373251 0.211325 0.969571 -0.8 0.6 -0.4 -1.4064
C -3.298079 5.679204 -4.074719 0.8 1.5 0.6 -1.5628
C -1.299411 4.816829 -7.022318 -0.6 -0.8 -0.8 -0.9494
C 6.037507 -3.269333 3.334539 -0.3 -0.4 0.5 -2.2651
C 6.633897 -2.576204 2.159713 0.3 2.5 -1.9 2.1408
C -4.277226 -2.799869 -2.330386 -1.3 1.3 -1.0 -1.6482
C 2.126484 -2.098712 6.225777 -1.3 0.1 0.1 -1.0271
C 1.640996 -5.084803 1.022947 0.9 -0.5 -0.1 0.9541
C 3.421487 -3.202980 -5.695073 0.9 0.7 -1.8 -1.2949
C 1.846688 -3.745205 -7.620232 -0.4 1.0 0.8 -1.8951
C 5.804856 -4.425778 0.603757 -0.3 0.1 0.6 2.4119
C 0.840416 0.385413 0.978114 -0.4 1.0 0.2 1.9653
C 5.203845 -5.140384 1.839003 0.8 0.2 0.3 -2.1679
C 0.697626 -8.133133 1.531354 0.7 -0.5 0.5 -1.8328
C 5.719142 -1.439732 1.597138 -0.7 -0.7 -1.0 -1.1563
C 2.892967 2.282441 -9.407129 -0.7 0.3 -0.5 -1.7357
C 0.338194 -4.452549 0.561762 0.8 0.2 -1.1 1.0836
C -3.501948 -1.200074 -0.631426 -0.6 -0.4 1.1 0.7682
C 1.654930 1.374332 7.550843 0.3 -1.1 -0.9 -1.8652
C 4.790578 -3.629858 -0.256253 0.1 -0.7 -1.6 -0.7380
C 0.213096 4.916653 3.272281 -0.2 0.1 -0.3 -0.6337
C 3.253851 1.475395 -5.773524 0.7 -1.2 0.9 -0.8733
C -0.490058 5.510650 2.014162 0.5 0.6 1.3 1.5630
C -0.254879 -1.542018 5.243086 0.0 0.2 0.8 -0.9734
C -3.270855 -0.981103 3.444734 1.4 -0.5 0.5 -1.8700
C -1.896441 4.261075 6.906261 1.8 -0.2 0.4 -1.3912
C -1.239994 2.463733 8.554509 -2.0 -1.9 -0.1 -1.4853
C 0.774600 -5.110881 -3.686108 0.0 -0.3 -1.3 -1.1100
C 4.542260 3.548275 -5.205388 0.0 -0.6 -1.2 -2.1943
C -5.988985 1.457200 2.470644 -0.8 -0.8 -0.3 -1.1508
C -3.430521 1.780265 -1.956833 0.6 -0.5 1.9 -0.3084
C -1.256071 -5.776483 2.099352 0.0 0.3 0.2 -2.0577
C 1.729627 -2.879417 -3.110302 -0.1 0.4 1.0 -0.7108
C -2.033701 -4.771843 -0.113077 -0.3 0.2 1.2 -1.4076
C 2.060213 -5.782841 -4.250168 -0.5 0.5 -0.4 -0.1714
C 1.325565 4.079516 9.153161 -0.1 -0.4 0.8 -0.5068
C -1.591682 7.527001 1.034976 1.9 0.8 0.6 -0.5674
C 1.088943 -4.960660 6.324913 1.0 1.3 0.2 1.9234
C 6.466375 -5.405906 -0.359351 0.2 -0.6 -1.2 -1.9233
C -1.095220 5.905287 -6.008180 0.7 1.0 0.5 2.4757
C -0.933807 5.351665 -4.591246 0.7 -0.9 0.5 -1.0210
C 1.967845 -6.341649 0.193521 0.2 0.1 0.2 -0.8990
C -0.727989 -3.132295 -3.664924 0.2 1.3 1.1 -1.3951
C 0.810096 -7.327991 0.246440 -0.4 -1.4 -1.2 2.1807
C 0.463741 5.253704 0.833953 0.7 0.5 0.0 -1.0773
C 1.441382 -2.726417 3.880857 0.1 -0.5 0.1 0.4309
C -4.284593 5.532944 -6.378946 -0.1 0.1 -1.8 -1.9071
C 1.627730 2.766434 6.973737 -1.1 -0.2 -0.9 2.3732
C 2.501014 3.683971 -6.603158 0.3 1.5 1.6 -1.3813
C 2.080795 -3.861415 -6.107121 0.2 -1.6 1.1 2.1537
C -7.227837 0.554968 2.729301 0.7 -0.2 0.5 -1.5931
C -4.078828 4.761367 1.474258 -1.0 -1.6 -1.2 -2.1449
C -4.383142 0.001477 3.665362 -1.0 -0.3 0.4 2.5845
C 3.698945 0.397561 -8.015143 0.3 -2.0 0.7 -1.6837
C 7.936221 -1.790861 2.502483 -0.9 -0.4 0.1 -1.8999
C -7.149512 0.732453 5.237884 -1.3 0.0 1.7 -1.7760
C 0.901110 -2.548980 5.303829 0.9 -0.1 0.5 2.5773
C -4.306203 7.674360 -5.197522 0.8 0.5 1.7 -2.1703
C 0.108083 -5.816813 7.149861 1.0 -1.0 -0.2 -2.0434
C 5.258891 1.590085 -9.557187 0.3 0.1 -1.0 -2.0487
C 0.752693 2.291358 -2.295687 -1.0 0.9 1.0 -1.2816
C -3.516618 6.412260 -5.438027 1.3 -0.2 0.9 2.0860
C 0.216749 6.636434 -6.417303 0.1 0.6 -0.1 -1.9635
C -2.199161 4.621764 -4.077910 -0.1 1.1 -2.3 1.6031
C 2.708645 0.567218 -6.848502 -0.4 -1.4 -0.1 0.8216
C 2.415153 0.672667 -1.469063 0.6 2.1 0.9 -1.5824
C 3.727246 2.795605 -6.328454 -1.4 0.4 1.7 2.2989
C -0.827301 -5.420760 0.672502 -1.1 0.4 -1.2 1.1985
C -5.822115 1.231457 -2.214363 -0.6 1.0 -0.9 -1.8958
C -0.713100 3.574481 7.689459 -0.4 1.3 0.2 1.3682
C 2.814100 -0.280877 -0.385187 0.4 -0.8 -0.6 0.8420
C 0.935266 1.080063 -1.440749 0.0 -0.8 0.0 2.4952
C -4.063436 1.006025 4.792986 1.0 1.0 -1.0 -1.2487
C 0.047466 -0.913120 0.832083 -0.3 -0.6 0.5 0.2711
C 2.428465 2.758295 5.672817 0.4 -0.4 0.4 -1.8970
C -2.387455 4.954738 -0.388479 0.7 -0.4 0.3 -1.3211
C 1.773125 -5.732176 5.182803 0.4 -1.8 1.9 -1.6858
C -2.916587 6.869737 0.952698 -1.2 1.7 1.1 -1.2658
C -4.470221 -1.351109 -1.771904 2.2 -0.4 -2.2 2.3398
C -4.709971 0.643243 2.311689 0.1 0.0 0.9 -0.4419
C 0.324613 1.069844 2.260237 -0.3 0.2 -0.6 -0.4662
C 0.984310 -8.377132 -0.885772 0.8 -1.5 0.7 -1.9303
C -6.957656 -0.238747 4.071092 -0.1 0.1 -1.6 1.7180
C 0.673676 -3.577073 -3.961208 1.6 -1.3 -0.7 3.3046
C 2.194800 3.720087 7.974865 1.2 2.2 -0.1 -1.1962
C 0.143603 -0.054132 -2.016786 -1.4 -1.1 -1.2 -0.9381
C -4.311355 1.687596 -4.182234 -1.3 1.2 -1.2 -2.0024
C 2.994739 -3.264535 6.595212 -0.8 -0.8 0.4 0.0490
C -6.134812 0.337642 -1.077303 0.2 -1.0 2.1 1.1459
C -2.820531 5.410523 1.006808 1.3 -2.4 -0.1 2.2075
C 4.054840 1.704512 -8.624650 0.9 0.3 0.2 2.3702
C -5.885368 -1.122283 -1.436775 -1.0 -0.1 0.2 -1.6737
H 2.719008 -0.390545 1.805747 -0.1 -0.2 0.1 0.1239
H 0.803308 -3.988547 -7.790897 0.0 -0.9 -0.3 0.4812
H -5.256782 7.490137 -4.660387 0.6 0.2 -0.2 0.3476
H -4.141602 5.840741 -7.427995 0.1 0.2 0.3 0.3634
H 0.207511 3.820939 3.122762 0.4 0.6 0.3 -0.7032
H -0.334097 4.337488 -7.204184 -0.2 -0.1 0.0 -0.0287
H 1.334024 -5.970052 -6.291217 0.3 0.6 0.3 0.3112
H -1.698712 8.593865 1.176232 -0.1 0.4 -0.4 0.5523
H -1.437636 -3.868291 -3.947409 -0.7 -0.7 -0.4 0.9458
H -2.088397 4.179868 -3.129325 0.3 -0.5 1.2 -0.2812
H -1.870743 -4.966534 2.524900 0.5 0.0 0.0 0.2861
H 1.791341 0.967152 -7.283502 -0.2 0.1 0.2 0.3503
H -3.420740 7.160118 0.043719 -0.3 0.0 -0.4 0.3412
H -1.460449 5.461438 -0.642904 -0.1 -0.1 -0.2 0.0512
H 3.708175 -2.877187 7.300772 0.7 -0.1 0.2 0.5276
H -0.771308 0.973887 2.198234 0.3 0.6 0.2 -1.0623
H 2.252260 -3.457576 3.822412 -0.2 0.3 0.0 -0.5251
H -1.937713 -6.631073 2.094151 0.3 -0.1 -0.1 0.5031
H -6.600459 1.094113 -2.968947 0.2 0.0 -0.3 0.2572
H 1.168629 0.674181 6.875936 -0.4 0.1 0.0 0.0483
H -5.303277 -2.309925 5.153467 0.2 -0.5 -0.1 0.3544
H 5.742627 3.923083 -7.652740 0.0 0.3 -0.3 0.3854
H 5.779674 -0.548950 2.201268 0.0 0.3 0.3 0.7741
H -5.337322 5.670261 -6.215018 -0.6 -0.1 0.3 0.5028
H -3.281613 1.640851 -4.533974 -0.1 -0.1 -0.1 0.1885
H -0.524059 -6.431163 6.493000 -0.2 0.5 0.3 0.3112
H 2.818538 -1.404123 5.724633 -0.8 0.3 -0.2 0.4435
H -5.849206 2.279593 -1.928414 -0.4 0.2 0.2 0.5286
H -2.469969 3.821606 -4.787692 0.2 0.2 0.4 -0.5488
H 1.262193 2.181023 -3.216817 0.4 -0.1 -1.1 -0.2023
H 7.517147 -5.525248 -0.099802 0.0 -0.4 0.2 0.3953
H -4.581437 1.961754 4.614796 0.0 -0.4 0.4 0.1877
H -0.461972 2.080719 9.206467 -0.1 -0.1 0.2 0.4919
H -4.584331 2.790655 -4.132520 0.3 -1.2 0.0 0.1048
H 0.813826 -7.540790 2.431194 0.0 0.1 0.2 0.0222
H 3.029316 1.575872 -1.240696 -0.5 0.0 -0.1 0.7488
H 1.863380 -2.711934 -7.964324 0.6 0.2 0.1 0.2392
H 6.462837 -5.028459 -1.398337 0.1 0.2 0.5 0.3945
H 3.437994 2.457295 6.032655 -0.3 0.3 -0.9 0.4945
H 5.983955 -6.398229 -0.488834 0.1 0.5 0.7 0.3299
H -0.240090 -8.677340 1.574829 -0.3 0.2 0.0 0.4726
H 2.981920 3.368092 -9.423711 -0.4 0.1 0.2 0.3382
H -5.008955 -3.344753 -1.731024 0.4 -0.8 -0.3 0.5148
H 3.432010 -2.121164 -5.494776 -0.7 -0.3 0.0 -0.1249
H -7.422279 -0.108861 1.858213 0.1 0.2 0.7 0.2167
H 1.162729 1.329526 8.487622 -0.3 -0.2 0.9 0.4049
H 3.957774 3.646369 -4.274776 0.2 0.0 -0.5 0.1664
H -0.403369 -4.566276 4.162856 0.5 0.1 0.2 -0.0220
H -4.268876 5.278340 -3.791201 -0.1 0.0 0.2 0.5593
H 2.412129 4.722891 7.490114 0.0 -1.1 0.1 0.2750
H -2.187422 3.886574 -0.411836 -0.1 0.0 -0.1 -1.0468
H 2.962890 -5.158361 7.432321 -0.3 -0.6 0.4 0.5441
H -3.452173 -2.091301 0.037377 -0.4 0.4 -0.6 0.0229
H 2.828120 0.396545 -2.445990 -0.8 -0.3 -0.1 -0.0121
H 1.798506 -1.782804 3.480491 0.1 0.2 0.0 -0.1037
H 1.139180 6.087009 -6.132101 -0.7 0.0 -0.5 0.1224
H -8.183727 0.920016 5.596975 -0.1 -0.2 -1.2 0.3878
H 0.681072 -6.552666 7.748007 -0.1 0.4 -0.2 0.4088
H 0.591685 0.582239 3.160258 0.6 -0.9 0.9 -0.2419
H -2.898273 -5.439037 -0.119689 0.3 -0.3 -0.3 0.6876
H 2.418259 -0.424239 -6.395655 0.4 1.0 -0.6 -0.7204
H 2.370998 -6.533966 5.744972 -0.9 0.7 -1.1 0.6107
H 2.038885 3.926182 -5.594614 0.5 -0.3 -1.1 0.0362
H -0.368663 -6.001849 2.732247 -0.8 0.2 -0.3 0.4428
H -4.030439 3.614870 1.353411 -0.3 1.8 0.2 -0.2309
H 3.993582 -3.647306 -4.903673 -0.1 -0.6 0.6 0.3691
H 1.253613 5.306568 3.363492 -0.8 -0.3 0.2 0.6008
H -0.448627 -5.174532 7.842995 0.0 -0.2 -0.4 0.4573
H 1.191057 3.214633 9.818560 0.2 0.1 -0.1 0.3489
H -1.267434 2.267399 0.385072 0.7 0.4 0.3 -1.3426
H 1.763526 -1.803859 -3.257872 0.0 0.0 -0.2 -0.1936
H 0.131950 -0.499905 5.247870 -0.3 -0.5 -0.2 -0.8760
H -0.955047 -0.707937 0.452427 0.0 0.2 0.3 -0.2589
H -4.620377 -2.735741 -3.393638 0.0 -0.4 0.7 0.4937
H -1.863151 -7.591472 -1.047863 0.6 0.3 0.7 0.3370
H -7.546834 -2.147142 4.993009 -0.3 0.5 -0.2 0.4186
H 0.126712 7.550952 2.356290 0.7 0.5 0.1 0.4917
H -0.056585 -5.586678 -4.230350 0.0 0.1 0.3 0.6080
H 1.770118 -1.615212 7.183583 0.1 -0.4 -1.1 0.2459
H 5.766957 -2.540771 4.108225 -0.2 0.0 -0.3 0.4257
H 2.765743 1.216381 1.104080 0.3 0.2 0.2 0.6172
H -0.051269 -1.309113 1.860022 -0.1 -0.2 -0.5 0.0646
H -6.724638 1.724165 5.148424 0.2 0.0 -0.4 0.3675
H -5.541522 0.611142 -0.184642 0.1 -0.1 -0.5 -0.9836
H 4.827952 4.539740 -5.598058 -0.1 -0.3 0.5 0.4840
H -2.521032 4.815553 7.614145 0.1 0.2 -0.4 0.4435
H 2.567786 1.589285 -4.930300 -0.4 0.4 -0.3 -0.5759
H 4.084097 0.940710 -5.258788 0.0 0.3 -0.6 0.4177
H 3.889851 -0.320234 -0.518993 0.4 -0.5 0.6 0.1672
H 4.347409 -5.757853 1.610193 -0.1 -0.2 -0.4 0.0224
H -3.094837 5.196320 -1.162334 -0.6 0.1 -0.2 1.2221
H -2.071888 2.876120 9.216329 1.0 -0.5 -0.8 0.4651
H -0.408732 5.120575 4.164701 0.5 0.1 -0.4 -0.3625
H 1.534041 -5.403605 2.083264 0.4 0.5 -0.4 -0.8469
H -3.575399 7.264951 1.765895 0.5 -0.3 -0.3 0.3263
H 6.136087 1.178389 -9.071875 0.1 0.0 0.4 0.4382
H 5.427558 2.928010 -5.026118 0.0 0.3 0.2 0.5682
H 0.187556 -3.501847 1.090284 -0.3 -0.4 -0.1 0.0567
H 0.147585 6.848968 -7.488664 0.4 -0.5 -0.1 0.5527
H 2.493751 -4.389144 0.865277 -0.6 -0.3 0.6 -0.6114
H 3.921168 -3.138346 0.165722 0.5 0.5 0.5 -0.8467
H 1.425257 5.561989 1.277547 0.0 0.0 -0.6 0.5438
H -3.275201 -3.230550 -2.336299 -0.1 0.3 0.4 -0.2297
H -2.463098 -3.922236 0.488570 0.9 -0.3 -0.8 -0.1614
H -1.685362 5.197124 -7.990586 0.3 0.0 0.6 0.3585
H 7.675433 -1.146105 3.345055 0.1 0.2 -0.1 0.4086
H 2.473506 -5.236739 4.530926 0.0 0.5 0.0 0.0059
H 2.007621 -8.819960 -0.973267 -0.3 0.8 0.3 0.3553
H 4.635145 -0.098669 -7.656848 -0.6 0.4 -0.1 0.2704
H -3.788194 -0.380321 0.013688 0.5 0.3 0.0 -1.7841
H 0.404319 -1.072592 -1.794848 0.6 -0.2 0.7 -0.7124
H -0.077784 5.538894 8.293816 0.4 0.1 0.1 0.3873
H -0.913939 7.356566 0.177418 -0.8 0.3 0.0 0.2972
H 1.157447 3.132925 -1.740408 0.2 0.3 -0.1 0.4579
H -2.761555 -1.172623 -4.049069 -0.3 0.2 0.2 0.3792
H 2.600018 -4.312326 -8.148186 -0.2 -0.3 -0.4 0.4829
H 0.169670 -0.068329 -3.096798 0.5 0.4 -0.7 0.8445
H -6.138435 2.047478 1.591724 -0.3 0.6 -0.6 0.6430
H 4.298991 -4.280277 -1.033298 0.6 0.0 0.8 0.2017
H -3.536251 -1.790216 2.756047 -0.2 0.2 0.0 0.5890
H -1.757753 -4.489255 -1.154295 -0.1 -0.1 0.9 0.1868
H 5.542698 2.570440 -9.985633 -0.3 -0.4 0.3 0.4091
H -7.624225 -2.184137 3.234700 0.1 0.9 0.6 0.3107
H 3.157345 3.339771 8.363633 -0.3 0.1 -0.4 0.3092
H -4.928559 5.151668 0.899811 0.0 -0.3 0.0 0.5308
H -3.332442 1.309818 -0.967840 -0.2 0.2 -0.1 -0.7760
H 0.460692 -4.224716 -0.552160 -0.2 -0.1 1.4 -0.3432
H -0.220943 2.435601 4.913824 -0.4 -0.2 0.6 -0.3526
H 4.096973 -3.268272 -6.590513 -0.5 -0.1 0.6 0.5154
H 5.440155 -2.993000 -0.888928 -0.8 0.2 0.5 0.9386
H 1.895683 4.817131 9.742875 -0.5 -0.1 -0.1 0.3972
H 1.479860 -8.915094 1.569222 -0.1 0.4 -0.1 0.4911
H 0.210801 -1.775612 -6.278041 0.5 0.0 0.5 0.2968
H -2.247009 3.102426 2.488989 -0.6 -0.3 1.0 -0.3244
H 0.419296 -1.714267 0.179713 0.4 0.5 0.3 -0.6373
H -0.752769 4.560777 9.607302 0.5 0.1 -0.5 0.3387
H 0.640755 -3.055699 3.222855 -0.1 -0.1 -0.2 -0.3940
H -4.479383 8.075160 -6.150436 -0.7 0.9 -1.3 0.5354
H 2.930875 -6.841647 0.495304 -1.0 0.4 0.0 0.7506
H 0.370182 7.646999 -6.018180 -0.5 -0.2 0.6 0.4275
H 3.914536 -3.694758 2.761681 0.2 0.4 0.1 -0.9791
H 5.071855 0.934857 -10.420657 -0.3 0.1 0.3 0.4042
H -4.224052 5.034216 2.496688 -0.2 0.0 0.8 0.5323
H 6.887523 -3.799330 3.786657 -0.4 -0.5 0.0 0.4744
H -7.132061 0.371556 -0.631873 -0.4 0.6 -0.7 0.5391
H -0.913484 -1.678457 6.144450 0.6 0.2 -0.9 0.7862
H -8.105769 1.194248 2.936934 0.3 -0.3 -0.4 0.5163
H 2.908984 -5.506470 -3.611253 0.2 0.1 -0.5 -0.0026
H 2.033477 2.001795 4.982775 0.2 -0.1 0.2 0.1278
H -6.462039 -1.361183 -2.355117 -0.1 -0.1 0.6 0.2409
H 8.335100 -3.288699 -0.146084 -0.1 0.1 0.0 0.3906
H 0.620308 -5.291915 -2.626705 0.0 -0.1 0.2 -0.6565
H 2.407382 3.697510 5.110355 0.2 0.1 0.5 0.1870
H 2.837830 4.649053 -7.020695 -0.2 -0.4 0.0 0.6259
H 8.218653 -1.164356 1.628352 0.1 -0.6 0.7 0.3655
H 3.084504 -5.765415 -6.254725 -0.4 0.0 0.5 0.5162
H -1.394837 7.112239 3.166658 0.3 0.0 -0.3 0.3432
H -1.697967 1.573400 7.985915 0.8 1.3 0.7 -0.0989
H 2.750983 -3.246329 -3.164155 -0.1 -0.3 -0.5 0.2121
H 0.418427 -9.292934 -0.619939 -0.3 0.7 -0.5 0.4328
H 1.707893 3.301567 -7.201248 -0.4 -0.6 -0.6 0.0809
H -2.530964 -1.086233 -1.043480 1.0 0.4 -0.2 0.0880
H 0.737109 -8.011695 -1.869423 -0.3 0.2 -0.2 0.2585
H -6.148731 -1.809433 -0.603434 -0.2 0.4 -0.5 0.6118
H -3.000239 1.285011 4.791658 0.0 -0.2 -0.3 -0.1326
H 0.577047 4.196842 0.607259 -0.2 -0.2 0.0 -0.2384
H 4.691581 -4.781886 3.920075 -0.3 -0.1 -0.6 0.9349
H 5.880185 -1.174357 0.528678 0.7 -0.1 0.8 0.2989
H 0.996570 -6.191132 4.600250 -0.2 -0.6 -0.5 0.2506
H 4.683524 -1.746696 1.526996 -0.4 -0.1 0.6 -0.5813
H -2.016581 4.069373 -6.659123 0.3 0.1 -0.3 0.1022
H -2.967310 6.472692 -3.304906 -0.7 -1.0 -1.0 0.0974
H 2.407171 -1.266917 -0.616433 0.1 -0.2 0.2 -0.8692
H 2.922143 1.991177 -10.468275 0.2 -0.2 0.3 0.4680
H -2.448624 1.643048 -2.357180 0.7 0.4 -0.4 -0.0039
H 2.662856 0.939249 7.638531 0.0 0.6 0.2 0.5606
H -4.800020 -0.176577 1.569706 -0.3 0.5 0.5 0.1207
H 2.118320 -6.063381 -0.859069 -0.1 0.1 0.1 -0.6851
H -3.617865 8.397917 -4.662782 -1.1 -0.7 -0.3 0.4075
H -1.375846 4.842233 6.092080 -1.0 -0.1 1.0 0.2236
H -2.448846 3.452849 6.453164 -0.4 0.0 -0.2 -0.0255
H 3.515142 -3.699756 5.729605 0.1 0.4 0.1 -0.3811
H 8.687839 -2.484453 2.864106 0.5 0.0 -0.3 0.4742
H 2.010066 -6.883936 -4.227802 -0.2 0.3 0.3 0.5392
H -2.380654 -0.472051 3.009164 -0.5 -0.2 0.4 -0.6247
H -8.889846 -1.366859 4.122096 0.0 0.4 0.2 0.4028
H 3.293651 -0.291438 -8.778571 0.0 0.3 0.2 0.2976
H -0.878269 -2.887160 -2.604560 0.2 -0.4 0.0 -0.4184
H 1.473431 -3.034400 -2.054819 -0.2 0.1 -0.1 -0.2517
H -0.933683 -0.056738 -1.900061 -0.2 0.6 0.6 -0.3176
H -4.995603 1.216754 -4.943452 0.7 0.3 0.8 0.5081
H -0.939735 -2.184895 -4.140607 0.0 0.1 -0.4 0.0262
H -1.772718 8.292344 -7.198003 -0.6 -0.6 0.0 0.3461
H 0.337465 5.805924 -0.126805 -0.1 -0.3 0.9 0.3387
H -4.208792 0.645780 5.798454 -0.5 -0.3 0.1 0.5609
H -0.314408 2.497164 -2.440734 0.2 0.0 -0.2 -0.5553
H 5.979128 -5.755901 2.288222 0.3 -0.6 -0.5 0.7292
H 1.724256 -4.123386 8.225023 0.5 0.1 -0.6 0.2756
H -0.680460 6.189296 -3.908885 -0.1 -0.4 -0.3 0.5634
H -2.971526 -1.453403 4.399941 -0.1 0.3 -0.5 0.8014
H -3.669510 2.827411 -1.765743 0.0 0.0 -0.4 0.8472
H -6.818602 0.362688 6.200073 0.9 -0.5 -0.1 0.3959
H 0.671219 2.115074 2.356645 -0.3 -0.5 -0.4 -0.3615
H -4.070931 4.480215 -6.396251 0.2 -0.5 0.5 0.2871
H -5.993359 2.105190 3.339738 0.6 0.4 -0.2 1.0255
H -0.833731 -1.750878 4.330781 0.1 0.3 0.5 -0.4666
H -3.813472 1.220435 2.017417 -0.4 0.1 0.0 -0.1390
H -0.044416 4.669880 -4.626092 -0.7 0.4 0.2 -0.5964
H 1.914898 1.924380 -9.031874 0.5 0.6 -0.1 0.1966
```
Forces are in eV/Å.